Record 1
Below is 2 unconnected molecules or ions with the total composition C3H9O, with properties calculated with ωB97M-V/def2-TZVPD.

Summary:
HOMO: -0.086 Eh
Total charge: -1
M: 61.10 g/mol
2S+1: 1

The geometry in XYZ format:
```
13
C3H9O ωB97M-V/def2-TZVPD
H 1.356 -0.280 0.106
H -0.276 -1.091 3.169
C 0.843 -0.798 -0.737
H -0.459 0.322 0.893
H 0.042 0.645 -2.211
H 0.219 1.867 0.241
H 0.346 -1.664 -0.178
C -0.609 1.149 0.022
O 0.122 -0.268 2.800
C -0.299 0.156 -1.130
H -1.553 1.586 -0.074
H 1.467 -1.237 -1.522
H -1.199 -0.387 -1.380
```

Record 2
Below is C7H7NO2 in the gas phase, with properties calculated with ωB97M-V/def2-TZVPD.

Summary:
SMILES string: [H]/N=C(/O)c1cccc(O)c1
HOMO: -0.328 Eh
M: 137.14 g/mol
2S+1: 1

The geometry in XYZ format:
```
17
C7H7NO2 ωB97M-V/def2-TZVPD
C -0.385 0.941 -0.137
O 2.895 -0.567 -0.514
O -2.742 1.429 -0.211
H -0.145 2.007 -0.162
H 1.844 2.119 0.669
H -2.414 2.329 -0.306
C 0.630 -0.023 -0.123
C -1.035 -1.761 0.065
H 3.502 -0.684 0.261
C -1.723 0.544 -0.108
C 2.056 0.415 -0.166
H -3.101 -1.106 0.016
C 0.306 -1.375 0.031
N 2.559 1.471 0.347
H 1.094 -2.113 0.174
H -1.293 -2.816 0.170
C -2.050 -0.812 -0.006
```

Record 3
Below is C2H3OP in the gas phase, with properties calculated with ωB97M-V/def2-TZVPD.

Summary:
SMILES string: O=C1CP1
HOMO: -0.344 Eh
M: 74.02 g/mol
2S+1: 1

The geometry in XYZ format:
```
7
C2H3OP ωB97M-V/def2-TZVPD
H 0.831 -1.216 0.296
H 0.665 -0.502 -1.402
C -0.836 -0.006 -0.013
O -2.105 -0.499 0.041
C 0.536 -0.385 -0.341
H 0.631 1.180 1.414
P 0.277 1.429 0.004
```

Record 4
Below is a molecular structure, C3H4CuO3, with properties calculated with ωB97M-V/def2-TZVPD.

Summary:
HOMO: -0.174 Eh
Total charge: -1
M: 151.61 g/mol
2S+1: 1

The geometry in XYZ format:
```
11
C3H4CuO3 ωB97M-V/def2-TZVPD
O -0.298 -0.226 -0.544
H 2.729 2.362 0.617
O -1.404 0.732 1.208
C 0.662 -0.662 0.282
O -2.198 0.856 -0.899
H 2.419 -1.773 0.590
H 0.512 -0.423 1.339
Cu 3.167 0.689 -0.374
H 1.828 -1.670 -1.195
C -1.414 0.527 -0.007
C 1.717 -1.377 -0.148
```

Record 5
Below is a molecular structure, C6H12O, with properties calculated with ωB97M-V/def2-TZVPD.

Summary:
HOMO: -0.289 Eh
M: 100.16 g/mol
2S+1: 1

The geometry in XYZ format:
```
19
C6H12O ωB97M-V/def2-TZVPD
H 2.890 0.431 0.589
H -0.931 1.327 -1.248
H -0.308 -2.060 0.254
C 1.559 0.341 0.934
C -0.368 -1.113 -0.313
H 1.639 -0.213 1.861
H 2.558 -1.164 -0.293
H 2.230 0.460 -1.142
H -0.944 -0.552 1.965
H 1.330 1.397 0.988
H -2.115 0.356 -2.116
C -1.855 0.752 -1.129
C -0.772 0.013 1.049
H -2.526 -0.962 0.083
C 2.117 -0.177 -0.275
H -2.646 1.434 -0.799
O 0.483 -0.889 -1.236
H -0.711 1.085 1.221
C -1.637 -0.362 -0.128
```

Record 6
Below is a molecular structure, H12O6, with properties calculated with ωB97M-V/def2-TZVPD.

Summary:
HOMO: -0.363 Eh
M: 108.09 g/mol
2S+1: 1

The geometry in XYZ format:
```
18
H12O6 ωB97M-V/def2-TZVPD
O -29.592 4.691 -0.698
H -31.716 4.010 2.428
H -29.205 5.802 -0.862
O -29.164 6.756 -0.789
H -31.004 6.192 0.978
H -28.631 4.338 -1.884
H -27.619 3.445 -2.571
H -30.832 2.514 -1.527
H -30.259 4.909 -0.047
H -29.802 3.797 -0.967
O -31.843 3.291 1.809
H -30.628 2.018 -0.111
O -30.501 2.784 -0.671
H -31.555 3.644 0.967
H -29.554 7.076 -1.603
O -31.438 5.338 0.976
H -32.203 5.459 0.414
O -28.325 4.067 -2.750
```

Orbital gap for every record listed, in sequence, given in eV: 6.63, 9.32, 9.18, 7.21, 8.72, 10.03.
Energy above the lowest of the compared OMol25 structures with the same formula, charge and spin for every record listed, in sequence, given in kcal/mol: 22.7, 8.4, 48.5, 18.4, 131.7, 104.0.
Strongest force on any atom for every record listed, in sequence, given in eV/Å: 4.84, 2.18, 8.66, 2.33, 0.37, 5.47.